{"formula": "C14H10AgN2", "method": "ωB97M-V/def2-TZVPD", "orbital_gap_ev": 7.3, "largest_force_ev_per_a": 0.89, "charge": -1, "e_tot_ev": -21660.7100, "multiplicity": 1, "elements": ["Ag", "N", "C", "C", "C", "C", "C", "C", "C", "C", "C", "C", "C", "C", "C", "H", "H", "H", "H", "H", "H", "H", "H", "H", "H", "N", "C"], "xyz": [[-0.208, 1.445, -3.128], [-1.121, 1.394, -1.306], [-0.682, 0.599, -0.427], [0.151, -0.631, -0.744], [1.372, -0.827, -0.099], [2.248, -1.818, -0.521], [1.892, -2.660, -1.561], [0.657, -2.507, -2.180], [-0.198, -1.493, -1.783], [-0.930, 0.844, 1.038], [-1.005, -0.185, 1.975], [-1.243, 0.087, 3.316], [-1.398, 1.396, 3.746], [-1.319, 2.431, 2.822], [-1.092, 2.154, 1.484], [1.644, -0.167, 0.716], [3.215, -1.923, -0.043], [2.575, -3.432, -1.896], [0.372, -3.172, -2.986], [-1.154, -1.360, -2.276], [-0.874, -1.212, 1.653], [-1.302, -0.726, 4.030], [-1.567, 1.613, 4.794], [-1.430, 3.459, 3.147], [-1.028, 2.947, 0.749], [1.551, 1.936, -5.727], [0.877, 1.809, -4.794]], "atomic_forces_ev_per_a": [[-0.015, 0.229, -0.250], [0.183, -0.340, 0.805], [-0.374, -0.013, -0.395], [0.246, 0.208, 0.001], [-0.069, -0.020, -0.109], [-0.002, 0.048, 0.113], [-0.026, -0.092, -0.088], [0.075, -0.032, 0.047], [-0.106, -0.006, 0.165], [-0.080, -0.026, 0.195], [0.018, 0.003, -0.048], [-0.033, -0.005, 0.090], [0.028, 0.015, 0.011], [-0.020, -0.001, -0.011], [0.021, 0.059, -0.027], [0.046, 0.002, -0.004], [-0.013, -0.016, 0.007], [-0.004, 0.000, 0.004], [-0.013, 0.013, -0.014], [0.025, 0.094, -0.043], [0.001, 0.012, -0.016], [-0.004, -0.006, -0.017], [-0.017, -0.018, -0.003], [0.001, -0.007, 0.009], [-0.035, -0.034, -0.026], [-0.036, 0.084, 0.003], [0.202, -0.151, -0.398]]}



{"formula": "C39H38N10OPbS4Se2Te2", "method": "ωB97M-V/def2-TZVPD", "de_lowest_kcal_mol": 17.5, "orbital_gap_ev": 5.8, "largest_force_ev_per_a": 0.82, "e_tot_ev": -251878.5851, "multiplicity": 1, "elements": ["Pb", "C", "C", "C", "C", "C", "C", "C", "N", "C", "N", "C", "C", "C", "C", "C", "C", "C", "N", "C", "C", "C", "C", "C", "C", "C", "H", "H", "H", "H", "H", "H", "H", "H", "H", "H", "H", "H", "H", "H", "H", "H", "H", "H", "H", "H", "H", "H", "Se", "Te", "Te", "Se", "S", "C", "N", "C", "C", "C", "N", "H", "H", "H", "H", "C", "N", "C", "C", "C", "N", "C", "O", "N", "H", "H", "H", "H", "H", "H", "H", "S", "C", "S", "C", "N", "N", "C", "C", "C", "C", "C", "C", "S", "H", "H", "H", "H", "H"], "xyz": [[0.318, 0.361, 0.023], [-3.954, -3.029, 1.960], [-5.066, -2.073, 2.276], [-6.022, -2.399, 3.237], [-7.085, -1.555, 3.521], [-7.220, -0.358, 2.832], [-6.274, -0.008, 1.883], [-5.198, -0.848, 1.611], [-4.248, -0.438, 0.630], [-2.920, -0.178, 0.860], [-2.570, -0.110, 2.171], [-1.327, -0.271, 2.848], [-0.088, -0.376, 2.203], [1.005, -0.651, 3.028], [0.903, -0.778, 4.403], [-0.325, -0.568, 5.013], [-1.453, -0.315, 4.251], [-2.777, -0.053, 4.930], [-2.112, 0.102, -0.110], [-2.565, 0.013, -1.459], [-2.541, -1.215, -2.120], [-2.854, -1.291, -3.468], [-3.177, -0.136, -4.168], [-3.230, 1.077, -3.499], [-2.949, 1.175, -2.138], [-3.041, 2.495, -1.424], [-4.235, -4.046, 2.231], [-3.034, -2.787, 2.502], [-3.701, -3.011, 0.899], [-5.934, -3.348, 3.752], [-7.811, -1.836, 4.274], [-8.057, 0.297, 3.033], [-6.361, 0.927, 1.341], [-4.561, -0.325, -0.322], [-3.363, -0.230, 2.779], [1.987, -0.761, 2.583], [1.777, -1.014, 5.000], [-0.409, -0.601, 6.094], [-2.636, -0.009, 6.009], [-3.519, -0.835, 4.727], [-3.202, 0.903, 4.608], [-2.257, -2.102, -1.563], [-2.835, -2.248, -3.974], [-3.388, -0.183, -5.231], [-3.505, 1.976, -4.043], [-3.740, 3.159, -1.933], [-2.067, 2.989, -1.404], [-3.367, 2.363, -0.390], [2.367, -1.723, -0.542], [3.141, -3.437, 1.217], [1.302, -4.015, -0.700], [-0.830, -3.894, 0.351], [0.483, 3.834, -1.086], [1.973, 3.369, -1.709], [2.029, 2.868, -2.990], [3.133, 2.314, -3.510], [4.303, 2.376, -2.803], [4.237, 2.989, -1.558], [3.129, 3.472, -1.017], [1.155, 2.762, -3.491], [3.062, 1.960, -4.527], [5.210, 1.939, -3.189], [5.136, 3.106, -0.959], [5.161, 1.809, 2.650], [3.786, 2.280, 2.536], [3.313, 3.284, 3.309], [2.027, 3.676, 3.247], [1.185, 2.991, 2.320], [1.654, 2.021, 1.551], [2.946, 1.622, 1.633], [3.410, 0.707, 0.955], [-0.121, 3.289, 2.252], [5.769, 2.574, 3.126], [5.546, 1.588, 1.659], [5.202, 0.889, 3.234], [4.027, 3.758, 3.968], [1.650, 4.473, 3.869], [-0.451, 4.138, 2.672], [-0.652, 2.914, 1.484], [-1.672, -1.024, -7.560], [-0.648, -0.541, -6.354], [0.123, -1.625, -5.223], [0.859, -0.268, -4.377], [0.531, 0.875, -4.894], [-0.286, 0.720, -6.003], [-0.654, 1.919, -6.681], [-0.543, 2.030, -8.059], [-0.890, 3.222, -8.676], [-1.340, 4.300, -7.925], [-1.432, 4.186, -6.545], [-1.090, 2.996, -5.921], [1.941, -0.476, -3.073], [-0.189, 1.196, -8.646], [-0.807, 3.308, -9.752], [-1.611, 5.228, -8.413], [-1.783, 5.021, -5.951], [-1.167, 2.889, -4.845]], "atomic_forces_ev_per_a": [[-0.135, 0.162, 0.086], [0.157, -0.073, 0.003], [-0.018, -0.012, -0.057], [0.001, 0.032, -0.017], [0.021, -0.012, 0.018], [-0.021, -0.042, -0.005], [-0.022, 0.082, 0.005], [0.010, 0.049, 0.053], [0.021, -0.167, 0.123], [-0.296, 0.256, -0.042], [-0.132, -0.065, 0.050], [0.225, -0.025, -0.165], [-0.451, 0.076, 0.039], [0.056, -0.012, -0.006], [0.030, 0.034, 0.005], [0.056, -0.036, -0.033], [-0.123, 0.040, 0.023], [0.124, -0.058, -0.042], [0.163, -0.078, 0.030], [-0.027, 0.019, -0.118], [0.026, -0.001, 0.005], [-0.027, 0.019, 0.056], [-0.054, 0.027, -0.029], [-0.049, -0.013, 0.030], [-0.013, -0.003, 0.018], [0.072, -0.036, -0.008], [-0.001, 0.032, -0.007], [-0.038, 0.021, 0.005], [-0.044, 0.012, -0.011], [-0.001, 0.027, 0.007], [0.007, -0.001, -0.033], [0.028, 0.008, -0.009], [0.047, -0.027, 0.024], [0.065, 0.015, -0.026], [-0.032, 0.021, 0.027], [0.052, -0.005, -0.069], [-0.025, 0.028, -0.018], [-0.040, -0.021, -0.025], [-0.048, -0.014, -0.005], [0.002, 0.023, 0.015], [-0.037, -0.024, 0.038], [0.037, 0.025, -0.022], [0.032, 0.017, -0.019], [0.005, -0.009, 0.052], [-0.010, -0.031, 0.028], [-0.004, -0.012, 0.020], [0.013, 0.006, 0.017], [-0.042, 0.048, -0.034], [0.610, -0.543, 0.065], [0.110, -0.014, 0.242], [-0.264, -0.065, -0.017], [0.084, 0.009, -0.128], [-0.046, 0.101, -0.150], [-0.114, 0.060, -0.003], [0.211, -0.135, 0.263], [0.178, 0.546, -0.177], [0.022, -0.230, -0.219], [-0.329, 0.195, 0.319], [0.249, -0.171, -0.051], [-0.121, -0.104, -0.082], [-0.150, -0.257, 0.098], [0.008, 0.072, -0.010], [-0.026, -0.043, -0.025], [-0.039, -0.087, -0.071], [0.056, 0.067, 0.034], [0.084, 0.012, -0.024], [-0.181, 0.161, 0.008], [0.264, -0.322, -0.039], [-0.164, 0.381, 0.296], [0.244, -0.054, -0.174], [-0.226, 0.004, 0.035], [0.021, -0.076, 0.061], [-0.038, 0.043, 0.025], [0.009, 0.051, -0.017], [-0.009, 0.005, 0.019], [0.011, -0.049, 0.025], [0.037, -0.008, -0.020], [-0.042, 0.020, -0.011], [-0.017, 0.107, -0.083], [-0.057, -0.062, -0.085], [0.090, 0.187, 0.283], [0.107, 0.324, -0.114], [-0.284, -0.057, -0.103], [0.028, 0.220, -0.061], [0.082, -0.359, -0.049], [-0.054, 0.100, 0.079], [0.045, -0.022, -0.054], [-0.031, 0.039, 0.045], [0.024, -0.020, -0.028], [-0.011, 0.000, 0.011], [-0.058, -0.034, 0.086], [0.113, -0.215, -0.214], [-0.025, -0.048, 0.041], [0.003, -0.010, 0.019], [0.002, -0.020, 0.006], [0.027, -0.010, 0.000], [0.006, 0.004, -0.029]]}



{"formula": "C5H11NO", "method": "ωB97M-V/def2-TZVPD", "de_lowest_kcal_mol": 30.8, "orbital_gap_ev": 10.4, "largest_force_ev_per_a": 5.36, "e_tot_ev": -8900.3621, "multiplicity": 1, "smiles": "CCCC(=O)NC", "elements": ["C", "C", "C", "C", "N", "C", "O", "H", "H", "H", "H", "H", "H", "H", "H", "H", "H", "H"], "xyz": [[0.214, 1.789, 1.234], [1.240, 1.166, 0.322], [0.800, 0.090, -0.696], [0.476, -1.178, 0.126], [-0.811, -1.754, -0.055], [-1.638, -1.421, -1.132], [1.312, -1.443, 1.031], [0.674, 2.628, 1.754], [-0.118, 1.193, 2.099], [-0.620, 2.197, 0.705], [1.781, 2.027, -0.115], [2.052, 0.850, 1.047], [1.461, -0.185, -1.562], [-0.073, 0.395, -1.274], [-1.061, -2.406, 0.742], [-2.271, -2.265, -1.460], [-1.124, -1.039, -1.981], [-2.294, -0.646, -0.784]], "atomic_forces_ev_per_a": [[-0.198, 0.037, 1.029], [2.478, 0.657, 0.639], [-0.331, -0.624, -0.395], [0.651, 0.391, 1.771], [4.229, -1.087, 3.116], [-2.205, -0.410, -0.189], [-2.933, -0.618, -2.150], [0.207, 0.242, -0.206], [-0.134, -0.396, -0.690], [-0.816, 0.133, -0.325], [-0.542, -0.464, -0.697], [-0.873, -0.586, -1.189], [0.292, 0.383, 1.255], [-0.182, 0.501, 0.495], [0.176, 1.031, -1.791], [0.421, 0.247, 0.161], [0.584, -0.051, -0.567], [-0.825, 0.615, -0.267]]}



Repeat the first record exactly.
{"formula": "C14H10AgN2", "method": "ωB97M-V/def2-TZVPD", "orbital_gap_ev": 7.3, "largest_force_ev_per_a": 0.89, "charge": -1, "e_tot_ev": -21660.7100, "multiplicity": 1, "elements": ["Ag", "N", "C", "C", "C", "C", "C", "C", "C", "C", "C", "C", "C", "C", "C", "H", "H", "H", "H", "H", "H", "H", "H", "H", "H", "N", "C"], "xyz": [[-0.208, 1.445, -3.128], [-1.121, 1.394, -1.306], [-0.682, 0.599, -0.427], [0.151, -0.631, -0.744], [1.372, -0.827, -0.099], [2.248, -1.818, -0.521], [1.892, -2.660, -1.561], [0.657, -2.507, -2.180], [-0.198, -1.493, -1.783], [-0.930, 0.844, 1.038], [-1.005, -0.185, 1.975], [-1.243, 0.087, 3.316], [-1.398, 1.396, 3.746], [-1.319, 2.431, 2.822], [-1.092, 2.154, 1.484], [1.644, -0.167, 0.716], [3.215, -1.923, -0.043], [2.575, -3.432, -1.896], [0.372, -3.172, -2.986], [-1.154, -1.360, -2.276], [-0.874, -1.212, 1.653], [-1.302, -0.726, 4.030], [-1.567, 1.613, 4.794], [-1.430, 3.459, 3.147], [-1.028, 2.947, 0.749], [1.551, 1.936, -5.727], [0.877, 1.809, -4.794]], "atomic_forces_ev_per_a": [[-0.015, 0.229, -0.250], [0.183, -0.340, 0.805], [-0.374, -0.013, -0.395], [0.246, 0.208, 0.001], [-0.069, -0.020, -0.109], [-0.002, 0.048, 0.113], [-0.026, -0.092, -0.088], [0.075, -0.032, 0.047], [-0.106, -0.006, 0.165], [-0.080, -0.026, 0.195], [0.018, 0.003, -0.048], [-0.033, -0.005, 0.090], [0.028, 0.015, 0.011], [-0.020, -0.001, -0.011], [0.021, 0.059, -0.027], [0.046, 0.002, -0.004], [-0.013, -0.016, 0.007], [-0.004, 0.000, 0.004], [-0.013, 0.013, -0.014], [0.025, 0.094, -0.043], [0.001, 0.012, -0.016], [-0.004, -0.006, -0.017], [-0.017, -0.018, -0.003], [0.001, -0.007, 0.009], [-0.035, -0.034, -0.026], [-0.036, 0.084, 0.003], [0.202, -0.151, -0.398]]}